[1]
Entry from the Open Molecules 2025 dataset: a single C6H14O molecule at a distorted geometry (ωB97M-V/def2-TZVPD).

Results
**HOMO-LUMO gap**: 11.1 eV
**SMILES string**: CC[C@H](C)CCO
**Energy relative to the best compared isomer or geometry (same formula, charge and spin)**: 63.9 kJ/mol
**E_LUMO**: 0.98 eV
**Strongest force on any atom**: 1.11 eV Å⁻¹
**E**: -8496.2300 eV

```
! RIJCOSX wB97M-V def2-TZVPD def2/J DEFGRID3
* xyz 0 1
C 1.794 -1.535 0.558
C 1.305 -0.162 0.062
C -0.069 -0.209 -0.653
C 0.090 0.111 -2.140
C -1.116 0.739 -0.070
C -1.494 0.471 1.383
O -2.533 1.339 1.839
H 1.093 -1.908 1.283
H 2.045 -2.297 -0.175
H 2.704 -1.326 1.116
H 2.054 0.195 -0.651
H 1.237 0.459 0.956
H -0.379 -1.246 -0.564
H 0.459 1.136 -2.248
H 0.876 -0.537 -2.549
H -0.817 -0.038 -2.723
H -0.631 1.729 -0.062
H -1.999 0.848 -0.693
H -0.586 0.538 1.994
H -1.878 -0.535 1.537
H -2.153 2.226 1.799
*
```

=====

[2]
Entry from the Open Molecules 2025 dataset: a single C5H7N molecule at a distorted geometry (ωB97M-V/def2-TZVPD).

Results
**HOMO-LUMO gap**: 8.4 eV
**SMILES string**: C=C1C=CNC1
**Energy relative to the best compared isomer or geometry (same formula, charge and spin)**: 187.9 kJ/mol
**E_LUMO**: 1.01 eV
**Strongest force on any atom**: 1.18 eV Å⁻¹
**E**: -6786.5650 eV

```
! RIJCOSX wB97M-V def2-TZVPD def2/J DEFGRID3
* xyz 0 1
C 1.958 0.339 -0.118
C 0.620 0.305 -0.271
C -0.494 1.252 -0.324
C -1.566 0.592 0.182
N -1.312 -0.743 0.484
C 0.005 -1.043 -0.060
H 2.658 1.028 -0.562
H 2.370 -0.355 0.613
H -0.411 2.332 -0.381
H -2.528 1.015 0.469
H -2.066 -1.412 0.418
H 0.782 -1.587 0.500
H -0.067 -1.576 -1.022
*
```

=====

[3]
Entry from the Open Molecules 2025 dataset: 9 unconnected molecules or ions with the total composition C20H64N5O8 at a distorted geometry (ωB97M-V/def2-TZVPD).

Results
**HOMO-LUMO gap**: 9.0 eV
**Energy relative to the best compared isomer or geometry (same formula, charge and spin)**: 0.0 kJ/mol
**E_LUMO**: -1.94 eV
**Strongest force on any atom**: 13.59 eV Å⁻¹
**E**: -45588.4403 eV

```
! RIJCOSX wB97M-V def2-TZVPD def2/J DEFGRID3
* xyz 1 1
N 0.175 0.553 -0.562
H -0.514 0.758 0.235
H 0.204 1.318 -1.244
H 0.018 -0.345 -1.004
H 1.146 0.635 -0.120
C 3.408 2.158 2.384
C 2.250 1.554 3.240
C 1.167 2.551 3.464
O 1.551 3.609 4.287
C 0.695 4.100 5.351
N 1.676 0.424 2.519
H 3.763 3.136 2.826
H 3.076 2.270 1.227
H 4.143 1.408 2.427
H 2.682 1.142 4.069
H 0.418 2.127 4.235
H 0.806 2.639 2.464
H -0.290 4.357 4.739
H 0.932 5.076 5.779
H 0.444 3.252 5.867
H 2.085 -0.381 3.011
H 0.662 0.382 2.742
C -0.712 -3.643 -2.567
C -1.596 -4.165 -1.441
C -2.459 -5.236 -1.986
O -3.338 -4.763 -3.000
C -4.044 -5.906 -3.639
N -0.704 -4.572 -0.415
H -1.314 -3.420 -3.334
H -0.148 -4.578 -2.927
H -0.055 -2.814 -2.247
H -2.041 -3.246 -1.144
H -3.113 -5.595 -1.211
H -1.803 -6.173 -2.010
H -3.261 -6.591 -3.824
H -4.511 -5.446 -4.608
H -4.821 -6.585 -3.057
H -0.176 -5.382 -0.686
H -1.425 -4.606 0.308
C -3.082 2.752 -0.240
C -2.258 3.496 0.819
C -2.279 2.802 2.084
O -3.494 2.562 2.663
C -4.410 3.672 2.898
N -0.876 3.726 0.340
H -2.759 1.643 -0.372
H -3.007 3.109 -1.259
H -4.031 2.953 0.143
H -2.300 4.618 0.855
H -1.725 3.608 2.721
H -1.612 2.033 2.019
H -4.539 4.405 2.134
H -3.741 4.206 3.470
H -5.467 3.160 3.269
H -0.272 4.540 0.830
H -0.711 3.768 -0.687
C 2.771 -4.119 0.753
C 2.545 -2.570 0.655
C 3.777 -1.797 0.308
O 4.704 -1.998 1.300
C 5.949 -1.323 1.022
N 1.520 -2.289 -0.262
H 3.441 -4.406 1.522
H 3.067 -4.530 -0.268
H 1.782 -4.643 0.716
H 2.169 -2.299 1.572
H 3.693 -0.787 0.289
H 4.003 -2.222 -0.663
H 5.828 -0.422 1.386
H 6.239 -1.386 -0.007
H 6.635 -1.500 1.659
H 1.682 -2.851 -1.104
H 0.695 -2.781 0.008
C -1.221 0.294 -4.036
O -1.489 -0.398 -2.798
H -2.032 0.809 -4.645
H -0.848 -0.258 -4.783
H -0.663 1.101 -3.804
H -2.289 -0.858 -2.565
C -2.303 -1.164 1.094
O -1.620 -0.418 2.063
H -2.552 -2.144 1.608
H -1.725 -1.492 0.297
H -3.287 -0.715 0.724
H -2.208 -0.320 2.613
C -0.995 3.827 -3.707
O -0.275 3.549 -2.501
H -0.659 3.621 -4.795
H -1.198 4.880 -3.845
H -1.917 3.243 -3.880
H 0.647 3.989 -2.482
C 2.957 1.541 -2.405
O 2.417 0.225 -2.732
H 2.235 2.324 -2.275
H 3.355 1.839 -3.350
H 3.571 1.592 -1.643
H 3.201 -0.236 -2.848
*
```

=====

[4]
Entry from the Open Molecules 2025 dataset: a single C5H8O molecule (ωB97M-V/def2-TZVPD).

Results
**HOMO-LUMO gap**: 9.8 eV
**SMILES string**: C=C/C=C\CO
**Energy relative to the best compared isomer or geometry (same formula, charge and spin)**: 175.1 kJ/mol
**E_LUMO**: 0.86 eV
**Strongest force on any atom**: 0.39 eV Å⁻¹
**E**: -7360.4402 eV

```
! RIJCOSX wB97M-V def2-TZVPD def2/J DEFGRID3
* xyz 0 1
C 0.273 2.005 0.139
C -0.932 1.456 0.326
C -1.350 0.071 0.068
C -0.553 -0.990 -0.130
C 0.962 -0.991 -0.184
O 1.489 -2.206 -0.674
H 1.127 1.461 -0.238
H 0.454 3.042 0.398
H -1.697 2.083 0.780
H -2.432 -0.093 0.082
H -1.044 -1.958 -0.272
H 1.308 -0.210 -0.867
H 1.401 -0.760 0.810
H 0.992 -2.908 -0.238
*
```

=====

[5]
Entry from the Open Molecules 2025 dataset: 2 unconnected molecules or ions with the total composition C6H12N2O (ωB97M-V/def2-TZVPD).

Results
**HOMO-LUMO gap**: 9.7 eV
**SMILES string**: c1c[nH]cn1.CC(C)O
**Energy relative to the best compared isomer or geometry (same formula, charge and spin)**: 60.8 kJ/mol
**E_LUMO**: 0.81 eV
**Strongest force on any atom**: 0.89 eV Å⁻¹
**E**: -11444.0411 eV

```
! RIJCOSX wB97M-V def2-TZVPD def2/J DEFGRID3
* xyz 0 1
C 2.147 3.150 3.028
C 1.653 4.382 3.399
N 0.325 4.351 3.054
C 0.070 3.131 2.500
N 1.157 2.377 2.469
H 3.166 2.780 3.135
H 2.114 5.253 3.865
H -0.352 5.106 3.188
H -0.919 2.848 2.138
C -0.562 -1.617 -2.715
C -0.445 -2.930 -1.956
C -1.328 -4.011 -2.545
O -0.863 -2.778 -0.592
H -1.610 -1.274 -2.704
H -0.244 -1.747 -3.763
H 0.068 -0.838 -2.251
H 0.610 -3.271 -1.978
H -1.044 -4.217 -3.590
H -1.235 -4.945 -1.965
H -2.382 -3.687 -2.524
H -0.326 -2.062 -0.192
*
```

=====

[6]
Entry from the Open Molecules 2025 dataset: a single C4H4O molecule at a distorted geometry (ωB97M-V/def2-TZVPD).

Results
**HOMO-LUMO gap (alpha / beta)**: 8.9 / 7.7 eV
**Energy relative to the best compared isomer or geometry (same formula, charge and spin)**: 597.0 kJ/mol
**E_LUMO (alpha / beta)**: -0.06 / -0.54 eV
**Strongest force on any atom**: 3.87 eV Å⁻¹
**E**: -6253.1922 eV

```
! RIJCOSX wB97M-V def2-TZVPD def2/J DEFGRID3
* xyz 0 1
C -1.272 -0.812 0.260
C -0.875 -1.837 -0.390
C 0.639 1.478 0.126
C -0.654 0.801 0.310
O -0.029 1.292 1.425
H -2.006 -0.895 1.058
H -0.185 -2.088 -1.199
H 1.502 0.980 0.074
H 0.718 2.464 -0.410
*
```